[1]
The following is a quantum chemistry calculation of a 11-piece molecular cluster, C33H85BN7O18 overall at a distorted geometry, from the OMol25 dataset.

Geometry (Å):
O  0.705  -0.220  2.489
C  0.866  -0.253  1.308
O  -0.024  -0.607  0.400
B  0.642  -0.682  -0.932
O  1.993  -0.157  -0.703
C  2.172  0.115  0.578
O  3.174  0.478  1.120
O  -0.119  0.088  -1.921
C  -0.687  -0.694  -2.810
O  -1.348  -0.330  -3.732
C  -0.318  -2.157  -2.409
O  0.643  -2.046  -1.499
O  -0.672  -3.147  -2.973
C  6.403  -1.794  1.579
C  6.683  -0.411  2.163
C  6.839  0.639  1.069
O  7.882  0.240  0.207
C  7.945  1.071  -0.925
N  5.596  -0.080  3.072
H  6.102  -2.433  2.406
H  7.231  -2.224  1.016
H  5.599  -1.723  0.837
H  7.631  -0.473  2.707
H  6.982  1.644  1.486
H  5.897  0.661  0.498
H  8.174  2.112  -0.678
H  7.014  0.956  -1.491
H  8.757  0.724  -1.568
H  4.771  0.257  2.583
H  5.836  0.653  3.731
C  3.747  3.390  2.782
C  2.845  3.364  4.005
C  2.352  1.982  4.361
O  1.741  2.042  5.635
C  1.238  0.790  6.038
N  3.663  3.867  5.141
H  3.260  2.949  1.900
H  4.673  2.831  2.899
H  3.936  4.427  2.502
H  1.982  4.010  3.798
H  3.132  1.209  4.291
H  1.630  1.651  3.603
H  0.199  0.698  5.695
H  1.244  0.688  7.122
H  1.797  -0.041  5.604
H  3.711  4.881  5.146
H  3.142  3.649  5.989
C  -0.856  3.674  0.024
C  -1.852  3.973  1.120
C  -1.398  3.450  2.454
O  -2.428  3.786  3.377
C  -2.356  3.198  4.654
N  -2.069  5.435  1.244
H  -0.774  2.598  -0.105
H  0.163  3.988  0.294
H  -1.069  4.137  -0.938
H  -2.788  3.458  0.854
H  -0.481  3.941  2.801
H  -1.265  2.359  2.429
H  -1.591  3.673  5.281
H  -2.194  2.120  4.593
H  -3.324  3.394  5.115
H  -2.620  5.737  0.442
H  -2.732  5.541  2.013
C  -4.055  -1.752  -2.134
C  -5.249  -2.643  -1.881
C  -5.936  -3.148  -3.126
O  -6.727  -2.084  -3.637
C  -7.550  -2.457  -4.722
N  -4.772  -3.832  -1.102
H  -3.501  -1.458  -1.236
H  -4.369  -0.802  -2.583
H  -3.318  -2.209  -2.799
H  -5.964  -2.098  -1.253
H  -6.621  -3.971  -2.858
H  -5.231  -3.529  -3.875
H  -8.266  -3.220  -4.399
H  -6.937  -2.850  -5.547
H  -8.005  -1.544  -5.096
H  -4.430  -3.492  -0.206
H  -5.614  -4.362  -0.882
C  -3.887  0.381  3.026
C  -4.080  -1.026  2.487
C  -2.815  -1.643  1.891
O  -3.105  -2.916  1.384
C  -1.965  -3.541  0.815
N  -4.606  -1.890  3.578
H  -3.093  0.322  3.774
H  -4.827  0.748  3.430
H  -3.547  1.074  2.253
H  -4.753  -1.081  1.617
H  -2.144  -1.790  2.765
H  -2.270  -0.948  1.244
H  -2.281  -4.521  0.467
H  -1.167  -3.687  1.552
H  -1.590  -2.926  -0.005
H  -4.068  -1.625  4.404
H  -4.244  -2.822  3.365
C  2.049  -4.451  0.255
C  2.410  -4.827  1.679
C  2.639  -3.546  2.458
O  2.942  -3.909  3.805
C  2.998  -2.797  4.659
N  1.303  -5.553  2.318
H  1.165  -3.814  0.304
H  1.820  -5.262  -0.436
H  2.891  -3.900  -0.175
H  3.367  -5.366  1.723
H  1.763  -2.881  2.453
H  3.490  -2.981  2.056
H  3.400  -3.150  5.606
H  2.023  -2.298  4.720
H  3.690  -2.017  4.302
H  1.456  -5.560  3.321
H  1.317  -6.515  1.999
C  0.006  6.815  -5.219
C  -0.858  5.727  -5.865
C  -0.473  4.367  -5.300
O  -0.955  3.399  -6.240
C  -0.716  2.088  -5.794
N  -2.280  6.053  -5.591
H  -0.270  7.813  -5.546
H  1.058  6.645  -5.476
H  -0.026  6.751  -4.127
H  -0.690  5.776  -6.940
H  -0.974  4.206  -4.339
H  0.613  4.247  -5.222
H  0.182  1.915  -5.194
H  -0.678  1.375  -6.623
H  -1.561  1.705  -5.206
H  -2.456  5.848  -4.610
H  -2.832  5.348  -6.081
O  2.255  -3.377  -4.334
H  1.863  -2.864  -3.619
H  2.750  -2.735  -4.852
O  0.322  -6.511  -3.218
H  -0.194  -7.106  -3.768
H  -0.173  -5.680  -3.216
C  -3.745  -1.024  -5.996
O  -2.581  -1.811  -5.894
H  -3.574  0.046  -5.827
H  -4.181  -1.075  -6.999
H  -4.514  -1.367  -5.293
H  -2.085  -1.459  -5.139

* charge: -1
* LUMO: 2.2 eV
* 2S+1: 1
* gap between HOMO and LUMO: 9.5 eV
* E_HOMO: -7.25 eV
* energy: -83567.06658 eV
* energy relative to the best compared isomer or geometry (same formula, charge and spin): 2.4 kJ/mol

[2]
The following is a quantum chemistry calculation of an isolated ion of composition C9H17N2O2 and charge -1 at a distorted geometry, from the OMol25 dataset.

Geometry (Å):
C  -1.018  -0.401  -2.096
C  -1.338  1.082  -1.816
C  -0.583  0.116  0.186
C  -1.576  -0.458  1.243
C  1.605  -0.724  1.333
C  1.032  1.603  1.600
C  1.688  0.823  -0.534
C  -0.324  -2.334  -0.825
C  0.851  0.383  0.686
N  -0.415  -0.894  -0.974
N  -1.076  1.353  -0.421
O  -2.184  1.770  0.207
O  -1.194  -0.995  -3.142
H  -0.650  1.678  -2.479
H  -2.409  1.195  -2.117
H  -1.172  -0.620  2.225
H  -2.253  -1.171  0.875
H  -2.189  0.524  1.357
H  2.638  -0.483  1.669
H  1.779  -1.621  0.808
H  0.865  -1.011  2.142
H  2.134  1.838  1.535
H  0.460  2.451  1.201
H  0.823  1.339  2.566
H  2.698  1.105  -0.474
H  0.959  1.545  -1.015
H  1.574  0.040  -1.155
H  0.758  -2.710  -0.795
H  -0.861  -2.762  0.034
H  -0.623  -2.663  -1.824

* charge: -1
* LUMO: 3.4 eV
* 2S+1: 1
* gap between HOMO and LUMO: 5.5 eV
* SMILES: CN1C(=O)CN([O-])[C@]1(C)C(C)(C)C
* E_HOMO: -2.13 eV
* energy: -16681.30039 eV
* energy relative to the best compared isomer or geometry (same formula, charge and spin): 0.0 kJ/mol